Below is a structure of composition C26H30MoN6O5S, with properties calculated with ωB97M-V/def2-TZVPD.

Computed properties:
LUMO (spin up / spin down) = -0.262 / -0.252 hartree
HOMO (spin up / spin down) = -14.07 / -14.16 eV
<S²> = 2.04
DFT total energy = -2179.45022 a.u.
energy relative to the best compared isomer or geometry (same formula, charge and spin) = 140.9 kJ/mol
spin multiplicity = 3
gap between HOMO and LUMO (spin up / spin down) = 6.933 / 7.303 eV
total charge = +2

Last column: natural (NBO) charge in e.
CARTESIAN COORDINATES (ANGSTROEM)
Mo -0.599 -1.025 0.226  1.592
C 2.901 6.578 -1.859  -0.646
C 2.505 5.234 -1.360  0.071
C 3.245 4.605 -0.358  -0.215
C 2.822 3.407 0.188  -0.172
C 1.654 2.839 -0.291  -0.324
C 0.924 3.404 -1.325  -0.184
C 1.363 4.601 -1.859  -0.197
S 0.952 1.473 0.568  2.279
O 1.662 1.110 1.763  -0.924
O -0.478 1.668 0.733  -0.927
N 0.897 0.013 -0.307  -0.762
C 1.774 -0.420 -1.279  0.080
C 2.954 0.147 -1.721  -0.155
C 3.656 -0.464 -2.772  -0.180
C 3.202 -1.604 -3.387  -0.140
C 1.995 -2.205 -2.963  -0.098
C 1.404 -3.336 -3.562  -0.041
C 0.201 -3.794 -3.066  -0.260
C -0.401 -3.161 -1.979  0.126
N 0.126 -2.092 -1.376  -0.484
C 1.304 -1.614 -1.882  0.222
H 3.904 6.839 -1.536  0.232
H 2.216 7.327 -1.461  0.247
H 2.841 6.630 -2.943  0.239
H 4.146 5.069 0.011  0.238
H 3.353 2.922 0.994  0.250
H 0.023 2.921 -1.675  0.262
H 0.809 5.066 -2.659  0.234
H 3.346 1.045 -1.269  0.243
H 4.575 -0.011 -3.106  0.247
H 3.753 -2.048 -4.202  0.243
H 1.886 -3.814 -4.401  0.250
H -0.289 -4.641 -3.521  0.258
H -1.342 -3.528 -1.582  0.231
C -0.712 -3.558 4.911  -0.426
N -0.271 -3.455 3.538  -0.313
C 0.119 -4.692 2.896  -0.424
C -0.267 -2.319 2.881  0.845
O 0.066 -2.262 1.650  -0.672
N -0.649 -1.170 3.586  -0.477
C 0.473 -0.510 4.271  -0.424
C -1.488 -0.293 2.826  -0.291
H -1.382 -4.411 5.010  0.232
H -1.235 -2.653 5.210  0.249
H 0.139 -3.713 5.574  0.228
H 0.748 -5.270 3.572  0.235
H 0.661 -4.474 1.977  0.236
H -0.772 -5.276 2.653  0.229
H 1.066 -1.252 4.800  0.218
H 0.066 0.194 4.994  0.227
H 1.110 0.030 3.562  0.231
H -2.493 -0.725 2.742  0.237
H -1.058 -0.091 1.788  0.100
H -1.556 0.674 3.319  0.264
C -4.581 2.028 -2.270  -0.407
N -4.087 0.893 -1.517  -0.383
C -4.931 0.060 -0.892  0.170
C -4.504 -1.023 -0.173  -0.409
C -3.113 -1.209 -0.085  0.622
O -2.477 -2.069 0.606  -0.670
N -2.267 -0.353 -0.720  -0.660
C -2.697 0.721 -1.454  0.792
O -1.926 1.474 -2.000  -0.590
H -5.662 2.083 -2.181  0.225
H -4.307 1.930 -3.321  0.234
H -4.132 2.947 -1.896  0.236
H -5.984 0.288 -0.967  0.242
H -5.184 -1.689 0.327  0.266



Below is an isolated molecule of C26H30N2O4, with properties calculated with ωB97M-V/def2-TZVPD.

Computed properties:
SMILES = CC(C)[C@H](NC(=O)c1ccccc1)C(=O)OCC(=O)/C=C1/N(C)c2ccccc2C1(C)C
LUMO = 0.024 hartree
HOMO = -7.63 eV
DFT total energy = -1419.28277 a.u.
energy relative to the best compared isomer or geometry (same formula, charge and spin) = 46.9 kJ/mol
spin multiplicity = 1
gap between HOMO and LUMO = 8.293 eV

Last column: natural (NBO) charge in e.
CARTESIAN COORDINATES (ANGSTROEM)
C 1.608 -0.888 -5.061  -0.616
H 1.744 -1.905 -4.698  0.204
H 2.108 -0.800 -6.022  0.218
H 0.544 -0.723 -5.213  0.209
C 2.177 0.135 -4.080  -0.189
C 1.905 1.555 -4.567  -0.611
H 2.382 2.283 -3.915  0.210
H 2.296 1.686 -5.573  0.210
H 0.837 1.755 -4.581  0.217
H 3.261 -0.010 -4.008  0.211
C 1.615 -0.066 -2.657  -0.168
N 2.262 -1.177 -1.996  -0.604
C 2.473 -1.155 -0.655  0.673
O 2.288 -0.156 0.019  -0.648
C 2.994 -2.424 -0.080  -0.085
C 2.687 -2.722 1.244  -0.175
C 3.151 -3.888 1.824  -0.213
C 3.940 -4.759 1.090  -0.194
C 4.267 -4.458 -0.222  -0.216
C 3.795 -3.299 -0.810  -0.205
H 4.076 -3.062 -1.826  0.213
H 4.894 -5.131 -0.789  0.216
H 4.306 -5.669 1.542  0.216
H 2.901 -4.117 2.849  0.217
H 2.078 -2.027 1.803  0.230
H 2.163 -2.073 -2.447  0.407
C 0.105 -0.308 -2.653  0.805
O -0.391 -1.395 -2.510  -0.596
O -0.570 0.827 -2.813  -0.512
C -1.988 0.760 -2.724  -0.175
H -2.346 -0.183 -3.149  0.227
H -2.372 1.593 -3.318  0.214
C -2.564 0.872 -1.297  0.539
O -3.762 0.657 -1.178  -0.614
C -1.630 1.243 -0.285  -0.517
C -1.834 1.353 1.062  0.387
N -0.837 1.731 1.907  -0.370
C -1.272 1.745 3.225  0.144
C -0.581 2.058 4.383  -0.252
C -1.269 1.996 5.587  -0.198
C -2.603 1.631 5.634  -0.232
C -3.291 1.316 4.468  -0.217
C -2.618 1.374 3.270  0.053
C -3.095 1.100 1.868  -0.140
C -3.575 -0.347 1.722  -0.595
H -2.773 -1.040 1.968  0.210
H -3.900 -0.524 0.702  0.250
H -4.410 -0.525 2.394  0.208
C -4.208 2.081 1.480  -0.596
H -4.517 1.895 0.457  0.253
H -5.062 1.941 2.138  0.208
H -3.860 3.108 1.573  0.208
H -4.331 1.031 4.506  0.216
H -3.114 1.592 6.585  0.213
H -0.748 2.237 6.502  0.214
H 0.460 2.342 4.372  0.214
C 0.492 2.090 1.489  -0.429
H 1.065 2.407 2.355  0.213
H 0.453 2.917 0.777  0.205
H 1.005 1.244 1.025  0.256
H -0.633 1.451 -0.641  0.225
H 1.821 0.823 -2.052  0.254



Below is an isolated molecule of C26H30N2O7, with properties calculated with ωB97M-V/def2-TZVPD.

Computed properties:
SMILES = CCOc1ccc([C@H]2C(C(=O)/C=C/c3ccco3)=C(O)C(=O)N2CCN2CCOCC2)cc1OC
LUMO = -0.012 hartree
HOMO = -8.06 eV
DFT total energy = -1644.89142 a.u.
energy relative to the best compared isomer or geometry (same formula, charge and spin) = 296.9 kJ/mol
spin multiplicity = 1
gap between HOMO and LUMO = 7.742 eV

Last column: natural (NBO) charge in e.
CARTESIAN COORDINATES (ANGSTROEM)
C 3.745 4.012 -2.336  -0.618
C 2.690 2.998 -1.919  -0.061
O 2.787 2.839 -0.519  -0.530
C 1.935 1.979 0.119  0.293
C 0.988 1.209 -0.548  -0.305
C 0.184 0.307 0.123  -0.218
C 0.300 0.160 1.494  0.038
C 1.215 0.944 2.174  -0.251
C 2.037 1.855 1.518  0.241
O 2.904 2.516 2.335  -0.498
C 3.501 3.728 1.929  -0.240
H 4.272 3.569 1.172  0.185
H 2.758 4.431 1.545  0.178
H 3.954 4.139 2.831  0.188
H 1.317 0.874 3.246  0.227
C -0.569 -0.834 2.231  -0.087
N -0.291 -2.205 1.850  -0.401
C -1.347 -2.791 1.264  0.616
O -1.454 -3.930 0.837  -0.650
C -2.450 -1.792 1.263  0.267
C -2.022 -0.656 1.850  -0.133
C -2.731 0.571 2.238  0.505
O -2.339 1.240 3.181  -0.540
C -3.924 0.948 1.476  -0.280
C -4.101 0.682 0.173  -0.142
C -5.231 1.100 -0.600  0.207
C -6.383 1.784 -0.276  -0.255
C -7.132 1.889 -1.464  -0.315
C -6.391 1.268 -2.428  0.108
O -5.250 0.793 -1.921  -0.384
H -6.571 1.109 -3.473  0.205
H -8.086 2.358 -1.588  0.231
H -6.655 2.158 0.689  0.228
H -3.357 0.129 -0.381  0.223
H -4.631 1.564 2.013  0.217
O -3.635 -2.164 0.773  -0.642
H -3.542 -3.098 0.507  0.509
C 0.945 -2.884 2.129  -0.218
H 1.229 -2.699 3.170  0.207
H 0.743 -3.951 2.005  0.229
C 2.111 -2.453 1.228  -0.226
N 1.755 -2.417 -0.176  -0.449
C 1.459 -3.728 -0.733  -0.271
C 1.031 -3.564 -2.190  -0.069
O 2.025 -2.930 -2.961  -0.524
C 2.330 -1.670 -2.416  -0.071
C 2.797 -1.784 -0.966  -0.250
H 2.988 -0.786 -0.565  0.211
H 3.736 -2.367 -0.935  0.169
H 3.117 -1.245 -3.043  0.191
H 1.440 -1.025 -2.452  0.160
H 0.859 -4.538 -2.652  0.196
H 0.103 -2.975 -2.223  0.163
H 0.635 -4.183 -0.185  0.233
H 2.340 -4.393 -0.683  0.163
H 2.957 -3.137 1.425  0.175
H 2.419 -1.442 1.507  0.211
H -0.433 -0.701 3.310  0.228
H -0.523 -0.291 -0.430  0.216
H 0.880 1.305 -1.616  0.221
H 1.689 3.361 -2.191  0.174
H 2.868 2.038 -2.423  0.170
H 3.572 4.959 -1.831  0.214
H 4.734 3.651 -2.068  0.213
H 3.702 4.167 -3.410  0.215



Below is an isolated molecule of C26H30N2O7S, with properties calculated with ωB97M-V/def2-TZVPD.

Computed properties:
SMILES = COCCN1C(=O)C(=O)/C(=C(/O)c2ccc(S(=O)(=O)N3CCCCC3)cc2)[C@H]1c1ccc(OC)cc1
LUMO = -0.025 hartree
HOMO = -8.94 eV
DFT total energy = -2043.11119 a.u.
energy relative to the best compared isomer or geometry (same formula, charge and spin) = 50.8 kJ/mol
spin multiplicity = 1
gap between HOMO and LUMO = 8.263 eV

Last column: natural (NBO) charge in e.
CARTESIAN COORDINATES (ANGSTROEM)
C -5.649 -2.440 -1.705  -0.267
H -5.327 -1.437 -2.012  0.154
O -6.350 -2.389 -0.481  -0.530
C -5.683 -1.726 0.555  -0.071
C -4.443 -2.471 1.101  -0.265
N -3.179 -2.071 0.535  -0.413
C -2.463 -2.854 -0.308  0.582
O -2.849 -3.892 -0.798  -0.583
C -1.094 -2.203 -0.483  0.450
O -0.220 -2.606 -1.215  -0.502
C -1.102 -1.030 0.382  -0.236
C -0.126 -0.100 0.519  0.436
O -0.314 1.063 1.169  -0.647
H -1.247 1.191 1.405  0.504
C 1.235 -0.236 -0.021  -0.117
C 1.816 0.869 -0.643  -0.164
C 3.103 0.786 -1.142  -0.209
C 3.808 -0.395 -1.006  -0.308
C 3.246 -1.498 -0.391  -0.224
C 1.958 -1.421 0.107  -0.079
H 1.517 -2.271 0.601  0.222
H 3.820 -2.408 -0.325  0.245
S 5.507 -0.471 -1.594  2.338
O 5.824 -1.839 -1.872  -0.936
O 5.658 0.515 -2.623  -0.940
N 6.472 0.000 -0.334  -0.680
C 6.681 -0.919 0.757  -0.229
C 5.758 -0.632 1.944  -0.418
C 5.903 0.828 2.368  -0.399
C 5.596 1.741 1.183  -0.418
C 6.523 1.398 0.015  -0.229
H 6.262 1.954 -0.886  0.237
H 7.558 1.641 0.287  0.196
H 5.739 2.786 1.461  0.214
H 4.555 1.606 0.882  0.205
H 5.228 1.048 3.197  0.211
H 6.926 1.006 2.709  0.194
H 4.721 -0.826 1.661  0.204
H 6.016 -1.297 2.770  0.214
H 6.524 -1.920 0.356  0.237
H 7.726 -0.832 1.078  0.196
H 3.568 1.616 -1.651  0.244
H 1.249 1.782 -0.739  0.228
C -2.488 -0.879 0.981  -0.073
C -3.159 0.389 0.490  -0.101
C -3.261 0.629 -0.874  -0.196
C -3.873 1.772 -1.353  -0.244
C -4.393 2.709 -0.462  0.309
C -4.284 2.474 0.911  -0.250
C -3.675 1.328 1.378  -0.219
H -3.613 1.156 2.444  0.218
H -4.690 3.205 1.590  0.231
O -5.011 3.861 -0.815  -0.486
C -5.170 4.156 -2.184  -0.255
H -5.774 3.396 -2.690  0.180
H -4.204 4.252 -2.689  0.179
H -5.691 5.111 -2.219  0.206
H -3.940 1.922 -2.418  0.219
H -2.861 -0.093 -1.572  0.224
H -2.455 -0.872 2.082  0.202
H -4.392 -2.324 2.185  0.199
H -4.563 -3.538 0.890  0.252
H -6.424 -1.652 1.355  0.193
H -5.399 -0.711 0.242  0.172
H -4.780 -3.101 -1.651  0.198
H -6.350 -2.836 -2.437  0.194



The highest DFT total energy belongs to which entry?
C26H30N2O4